Record 1
DFT (wB97M-V/def2-TZVPD) results for C4H6N2O in the gas phase.

## Properties
- ΔE to the lowest compared entry with this formula, charge and spin (kJ/mol) = 173.42
- HOMO energy (eV) = -9.907
- gap between HOMO and LUMO (eV) = 10.5
- structure (SMILES) = COC1=NCN=C1
- total energy (eV) = -9271.7045
- net charge = 0

Element x y z (Å)
C -0.1321 2.0512 -0.9529
O 0.2958 1.5144 0.2837
C 0.0810 0.2123 0.4933
N 0.2479 -0.3089 1.6467
C 0.2353 -1.7252 1.3867
N -0.1938 -1.9878 0.0197
C -0.2595 -0.8282 -0.5156
H 0.4132 1.6169 -1.8005
H 0.0848 3.1180 -0.8972
H -1.2087 1.9013 -1.0855
H -0.2937 -2.3467 2.1141
H 1.3008 -1.9652 1.4528
H -0.5225 -0.6805 -1.5605

Record 2
DFT (wB97M-V/def2-TZVPD) results for C4H6N2O in the gas phase.

## Properties
- ΔE to the lowest compared entry with this formula, charge and spin (kJ/mol) = 203.89
- HOMO energy (eV) = -9.273
- gap between HOMO and LUMO (eV) = 9.6
- structure (SMILES) = C[C@@H]1C=C(O)N=N1
- total energy (eV) = -9271.3887
- net charge = 0

Element x y z (Å)
C -1.9194 -0.1488 0.1819
C -0.5483 0.5139 0.0566
C 0.4389 -0.0876 -0.8890
C 1.5648 -0.1960 -0.1807
O 2.7852 -0.6378 -0.5175
N 1.3710 0.2336 1.1666
N 0.1833 0.5874 1.3382
H -2.5096 0.3555 0.9523
H -1.8350 -1.2111 0.4342
H -2.4564 -0.0666 -0.7702
H -0.7036 1.5796 -0.1877
H 0.2693 -0.3753 -1.9182
H 3.3409 -0.5641 0.2728